Formula: C31H55BrN5NbO5PS2
Source: the OMol25 dataset
Level of theory: ωB97M-V with the def2-TZVPD basis set

Each line ends with the Mulliken charge.
Atoms and positions in Å:
C 7.602 1.623 2.663  -0.96
C 7.498 0.469 1.632  0.28
Br 7.542 1.097 -0.231  -0.17
C 6.344 -0.495 1.979  -1.30
Nb 4.245 -0.122 1.165  -0.69
C 3.756 -2.334 0.991  -1.13
C 3.048 -2.936 2.250  -0.59
C 1.532 -3.118 2.115  -0.82
S 0.640 -1.566 1.903  0.41
C -1.049 -1.984 2.076  -0.51
S -1.498 -3.439 2.711  -0.24
N -2.075 -1.074 1.703  0.44
C -1.767 -0.305 0.513  -1.17
C -2.509 -0.573 -0.610  0.18
C -2.332 0.122 -1.787  -0.73
C -1.375 1.104 -1.823  -0.19
C -0.597 1.390 -0.723  -1.23
C -0.823 0.690 0.433  0.37
C -2.577 -0.268 2.793  1.18
C -2.275 -0.462 4.122  -0.48
C -2.852 0.360 5.063  -0.87
C -3.710 1.378 4.750  -0.54
C -4.022 1.548 3.415  -0.97
C -3.456 0.746 2.463  0.02
P 4.377 2.469 1.393  0.52
O 3.946 2.847 2.795  -0.68
H 6.630 1.668 3.176  0.33
H 8.322 1.353 3.441  0.36
H 7.816 2.585 2.203  0.02
H 8.426 -0.098 1.756  0.41
H 6.640 -1.484 1.587  0.49
H 6.308 -0.616 3.071  0.28
H 3.624 -0.189 2.906  0.07
H 2.549 0.230 0.559  0.30
H 4.751 -0.096 -0.609  0.02
H 3.117 -2.551 0.122  0.40
H 4.701 -2.868 0.816  0.42
H 3.320 -2.419 3.173  0.44
H 3.454 -3.955 2.369  0.33
H 1.332 -3.825 1.302  0.40
H 1.180 -3.599 3.033  0.51
H -3.282 -1.337 -0.549  0.39
H -2.973 -0.125 -2.625  0.40
H -1.210 1.680 -2.730  0.41
H 0.155 2.167 -0.783  0.42
H -0.222 0.921 1.312  0.64
H -1.607 -1.261 4.421  0.34
H -2.590 0.200 6.107  0.30
H -4.129 2.021 5.522  0.66
H -4.723 2.334 3.149  0.37
H -3.749 0.936 1.435  0.36
H 3.402 3.050 0.516  -0.03
H 5.609 3.075 1.010  -0.12
C 7.932 5.714 0.229  -1.42
C 9.030 4.687 0.090  0.80
O 9.339 3.942 1.001  -0.62
N 9.675 4.612 -1.109  -0.14
C 9.445 5.406 -2.298  -0.83
H 7.516 5.650 1.230  0.31
H 8.330 6.720 0.080  0.44
H 7.136 5.519 -0.491  0.37
H 10.392 3.904 -1.134  0.23
H 9.172 4.746 -3.125  0.27
H 10.363 5.936 -2.562  0.28
H 8.650 6.129 -2.147  0.32
C -3.089 -1.571 -6.806  -1.04
C -3.754 -0.809 -5.689  0.70
O -3.160 0.032 -5.031  -0.66
N -5.059 -1.090 -5.428  -0.15
C -5.932 -2.048 -6.092  -0.53
H -2.058 -1.238 -6.897  0.34
H -3.097 -2.633 -6.591  0.22
H -3.601 -1.380 -7.750  0.32
H -5.439 -0.545 -4.670  0.24
H -6.788 -1.508 -6.506  0.27
H -6.287 -2.769 -5.353  0.28
H -5.425 -2.581 -6.889  0.12
C -4.099 -6.560 -7.408  -1.40
C -3.939 -5.198 -8.037  0.78
O -4.313 -4.176 -7.480  -0.63
N -3.356 -5.136 -9.262  -0.16
C -2.852 -6.230 -10.070  -0.90
H -4.577 -6.446 -6.439  0.29
H -4.727 -7.196 -8.033  0.38
H -3.125 -7.029 -7.262  0.38
H -3.279 -4.198 -9.623  0.22
H -1.788 -6.077 -10.258  0.29
H -3.379 -6.243 -11.025  0.29
H -2.989 -7.186 -9.577  0.35
C -7.801 3.424 7.112  -1.36
C -6.443 2.825 7.388  0.80
O -5.532 2.883 6.579  -0.62
N -6.260 2.206 8.585  -0.17
C -7.216 2.037 9.662  -0.85
H -7.791 3.878 6.126  0.28
H -8.569 2.650 7.131  0.37
H -8.033 4.195 7.848  0.37
H -5.332 1.828 8.704  0.22
H -6.825 2.507 10.566  0.29
H -7.358 0.972 9.853  0.28
H -8.173 2.484 9.417  0.32

Properties
orbital gap = 5.999 eV
HOMO = -4.425 eV
net charge = -1